# 1
{
  "formula": "C31H29BF4I2N6OZr",
  "method": "ωB97M-V with the def2-TZVPD basis set",
  "charge": 2,
  "energy_ev": -72631.674,
  "lumo_ev": -5.97,
  "max_force_ev_per_a": 2.30,
  "symbols": ["Zr", "C", "N", "C", "C", "C", "C", "C", "C", "N", "C", "C", "C", "C", "C", "C", "N", "C", "C", "C", "C", "C", "N", "H", "H", "H", "H", "H", "H", "H", "H", "H", "H", "H", "H", "H", "H", "H", "H", "H", "H", "I", "C", "C", "C", "I", "C", "O", "C", "C", "N", "C", "C", "C", "C", "C", "C", "N", "C", "H", "H", "H", "H", "H", "H", "H", "H", "H", "H", "H", "F", "B", "F", "F", "F"],
  "coordinates": [[0.037950, -0.390075, -0.036059], [-1.264209, 0.575651, -3.006466], [-1.552522, -0.473073, -1.999177], [-2.885135, -0.194250, -1.409811], [-2.980912, 1.232321, -0.911363], [-4.191856, 1.904579, -0.830314], [-4.188663, 3.218935, -0.383273], [-2.976725, 3.818401, -0.079841], [-1.819778, 3.066505, -0.198815], [-1.815033, 1.796639, -0.588930], [-1.597145, -1.788853, -2.668782], [-1.043301, -2.942493, -1.881006], [-1.145657, -4.223143, -2.424727], [-0.491412, -5.272013, -1.810300], [0.280211, -4.992477, -0.689458], [0.314743, -3.698214, -0.212878], [-0.363718, -2.679597, -0.766053], [-0.081508, 1.457071, -2.698239], [0.255871, 2.425322, -3.640208], [1.330648, 3.259776, -3.402027], [2.034901, 3.099711, -2.213831], [1.632105, 2.114928, -1.329809], [0.591607, 1.297300, -1.554369], [-1.082136, 0.129714, -3.989150], [-2.137970, 1.225480, -3.129132], [-3.672580, -0.347979, -2.167191], [-3.080962, -0.899915, -0.589123], [-5.116629, 1.420354, -1.102427], [-5.114834, 3.764332, -0.286311], [-2.926403, 4.837766, 0.264291], [-0.852953, 3.491413, 0.036780], [-2.614950, -2.030927, -3.008291], [-0.964421, -1.759538, -3.565215], [-1.710226, -4.376463, -3.329781], [-0.550032, -6.271787, -2.207691], [0.845977, -5.767641, -0.200450], [0.919836, -3.456962, 0.650116], [-0.321227, 2.513602, -4.547580], [1.612070, 4.015306, -4.117818], [2.877896, 3.731284, -1.979733], [2.170580, 1.985145, -0.394984], [7.122980, 1.464638, -2.082078], [5.266210, 0.531375, -1.709274], [4.429593, 0.218004, -2.772084], [3.206420, -0.352309, -2.500257], [1.913907, -0.999467, -4.024769], [2.761565, -0.616487, -1.201438], [1.546429, -1.095263, -0.981300], [3.669719, -0.382203, -0.153374], [3.354741, -0.980235, 1.188793], [1.982784, -0.721769, 1.673967], [1.723404, -1.582645, 2.843815], [0.337358, -2.172837, 2.854056], [-0.057794, -2.970132, 3.927637], [-1.336097, -3.489655, 3.948414], [-2.182349, -3.204952, 2.881724], [-1.700582, -2.433788, 1.845644], [-0.463274, -1.912014, 1.818139], [4.900504, 0.199093, -0.411572], [4.737760, 0.408448, -3.788158], [4.109906, -0.657428, 1.919163], [3.456209, -2.067890, 1.064080], [1.967689, 0.245925, 2.008326], [1.871054, -1.038854, 3.784130], [2.439018, -2.413217, 2.849768], [0.631182, -3.173501, 4.731557], [-1.674216, -4.096787, 4.773449], [-3.195531, -3.573045, 2.857398], [-2.337906, -2.208170, 0.993130], [5.586692, 0.364225, 0.404365], [0.301173, 1.388605, 1.146673], [-0.813971, 1.159500, 2.136607], [-1.615305, 0.248393, 1.331656], [-1.444118, 2.266987, 2.442503], [-0.238836, 0.458371, 3.124811]],
  "atomic_forces_ev_per_a": [[-0.2284, -1.0596, -0.9730], [0.2327, 0.4821, -0.3532], [0.2111, -0.0729, 0.3385], [-0.6503, 0.1900, 0.2384], [-0.0970, 0.0718, 0.0262], [0.2293, -0.0938, 0.0335], [0.2029, -0.0332, -0.0099], [-0.0780, -0.1481, -0.0098], [0.0840, 0.1314, -0.0817], [-0.6751, -0.2214, -0.0261], [0.0483, -0.5609, -0.3199], [-0.1528, 0.0052, -0.1189], [0.0998, 0.0936, 0.2610], [-0.0203, 0.3312, -0.0189], [-0.0461, 0.2823, 0.0315], [0.1786, -0.3475, 0.1769], [-0.4017, -0.0413, -0.3961], [-0.1056, 0.1077, -0.3120], [0.0642, -0.1159, 0.3424], [-0.0321, -0.2132, 0.2898], [-0.1479, -0.0819, -0.0106], [0.2575, 0.3387, 0.0640], [0.2759, 0.2728, -0.3790], [-0.0426, -0.0381, 0.2139], [0.1214, -0.1232, -0.0134], [0.2413, -0.0761, 0.1787], [0.0453, 0.0424, -0.1843], [-0.0824, -0.0977, -0.0540], [-0.0657, 0.0522, -0.0078], [0.0201, 0.1233, 0.0061], [0.0509, 0.0733, 0.0425], [0.1646, 0.1613, 0.0632], [-0.1943, 0.1440, 0.2319], [-0.1216, 0.0032, -0.1125], [-0.0257, -0.1309, -0.0555], [0.0879, -0.0289, 0.1074], [-0.0439, -0.0556, -0.0517], [-0.0786, -0.0354, -0.0901], [0.0404, 0.0873, -0.0733], [0.0532, -0.0191, 0.0880], [-0.0945, -0.0075, -0.1255], [-0.4774, -0.2445, 0.1065], [0.4605, 0.2335, -0.0801], [0.2278, 0.0921, 0.1031], [-0.9804, -0.4799, 0.0433], [0.4809, 0.0261, -0.2737], [2.1436, 0.6191, -0.5501], [0.1206, -0.4286, 0.1127], [-0.6489, -0.2728, -0.1241], [0.3764, -0.1602, -0.3777], [-0.1895, 0.6611, 0.2534], [-0.2374, -0.1429, 0.2714], [0.1033, 0.0375, 0.0046], [-0.1260, 0.0470, -0.2645], [0.1130, 0.1580, -0.1679], [0.0773, 0.1125, -0.1982], [-0.3003, -0.0866, 0.1110], [0.1089, -0.1719, 0.3773], [-0.0345, 0.0470, -0.1678], [-0.0109, 0.0151, -0.0878], [-0.2261, -0.1155, -0.0301], [-0.0520, 0.1801, 0.1573], [0.0268, -0.3042, 0.0197], [0.0131, -0.0428, -0.1708], [-0.0607, 0.1569, -0.0269], [0.1213, 0.0483, 0.0915], [-0.0180, -0.0577, 0.0798], [-0.0645, -0.0343, -0.0445], [0.0739, -0.0768, 0.1638], [0.0937, 0.0529, 0.1007], [0.2923, 0.3545, -0.0063], [-0.0267, -0.1860, 0.2065], [-0.6081, -0.0745, 0.3347], [-0.3631, 0.7543, 0.1447], [0.2666, -0.1083, 0.9317]]
}

---

# 2
{
  "formula": "C50H71N3OP3PtSi",
  "method": "ωB97M-V with the def2-TZVPD basis set",
  "charge": 1,
  "energy_ev": -98504.293,
  "s_squared": 6.0483,
  "lumo_ev": [-1.99, -4.23],
  "multiplicity": 5,
  "max_force_ev_per_a": 0.82,
  "symbols": ["Pt", "C", "C", "C", "P", "C", "C", "C", "C", "C", "C", "C", "C", "C", "Si", "C", "C", "C", "C", "C", "C", "P", "C", "C", "C", "C", "C", "C", "C", "C", "C", "C", "C", "C", "P", "C", "C", "C", "C", "C", "C", "H", "H", "H", "H", "H", "H", "H", "H", "H", "H", "H", "H", "H", "H", "H", "H", "H", "H", "H", "H", "H", "H", "H", "H", "H", "H", "H", "H", "H", "H", "H", "H", "H", "H", "H", "H", "H", "H", "H", "H", "H", "H", "H", "H", "H", "H", "H", "H", "H", "H", "H", "H", "H", "H", "C", "C", "C", "C", "C", "C", "C", "C", "C", "C", "C", "C", "O", "H", "H", "H", "H", "H", "H", "H", "H", "H", "H", "H", "H", "H", "H", "H", "H", "H", "N", "C", "N", "C", "N"],
  "coordinates": [[0.515568, -0.507134, -0.385951], [4.048088, 1.051179, 0.502594], [3.994850, -0.405399, 0.036712], [3.933908, -0.494948, -1.493908], [2.565407, -1.323243, 0.794102], [3.381345, -2.953173, 1.212253], [2.630042, -3.787790, 2.242865], [3.716441, -3.804055, -0.009477], [2.360527, -0.620511, 2.480568], [3.452834, -0.467077, 3.333822], [3.285977, 0.072567, 4.600569], [2.020025, 0.450116, 5.031562], [0.924401, 0.274024, 4.197792], [1.076780, -0.263014, 2.917119], [-0.347133, -0.694049, 1.765964], [-1.938189, 0.076077, 2.454534], [-2.729795, -0.705049, 3.302891], [-3.727568, -0.157183, 4.101336], [-3.931366, 1.212274, 4.101517], [-3.200261, 2.003924, 3.225696], [-2.259546, 1.442664, 2.365881], [-1.436677, 2.519315, 1.152392], [-0.113102, 3.354633, 2.203071], [-0.385921, 4.786516, 2.650639], [1.256190, 3.220943, 1.530800], [-2.615805, 3.709990, 0.376211], [-3.463032, 4.683905, 1.203401], [-1.824986, 4.453917, -0.717379], [-0.502009, -2.577236, 1.980706], [-0.506290, -3.189643, 3.238789], [-0.635358, -4.562028, 3.372891], [-0.755120, -5.361761, 2.241007], [-0.720514, -4.782268, 0.983424], [-0.583769, -3.398653, 0.853903], [-0.564419, -2.576135, -0.764362], [0.194327, -3.803714, -1.930876], [1.356018, -3.156384, -2.698613], [-0.787161, -4.510912, -2.868476], [-2.360666, -2.199403, -1.018161], [-3.348998, -3.339963, -0.785997], [-2.630577, -1.460403, -2.326792], [4.797202, 1.592859, -0.077460], [4.306292, 1.142556, 1.554695], [3.082314, 1.545706, 0.358642], [4.897201, -0.921862, 0.377275], [2.947956, -0.221122, -1.876214], [4.154555, -1.498096, -1.860141], [4.665955, 0.185527, -1.935489], [4.319083, -2.609867, 1.662199], [1.719818, -4.209999, 1.817526], [2.364070, -3.217764, 3.131334], [3.266980, -4.619007, 2.555114], [2.802514, -4.180029, -0.481408], [4.297116, -4.672262, 0.307906], [4.304598, -3.271982, -0.758286], [4.448626, -0.753070, 3.012273], [4.142894, 0.198486, 5.250210], [1.888564, 0.869286, 6.021577], [-0.066949, 0.539931, 4.554167], [-2.567203, -1.771318, 3.358363], [-4.320766, -0.801282, 4.738050], [-4.665959, 1.664462, 4.754870], [-3.373752, 3.070542, 3.220002], [-0.124505, 2.708972, 3.085011], [-0.491325, 5.473214, 1.811013], [0.464774, 5.129657, 3.245403], [-1.273676, 4.862929, 3.277663], [1.353779, 3.923467, 0.698763], [1.420556, 2.208854, 1.148936], [2.047649, 3.443446, 2.249997], [-3.322887, 3.037808, -0.120413], [-2.870234, 5.396313, 1.772138], [-4.165384, 4.185105, 1.866324], [-4.062156, 5.255019, 0.492037], [-0.910360, 4.908806, -0.330885], [-2.441781, 5.251884, -1.130348], [-1.549050, 3.793625, -1.542790], [-0.390425, -2.581481, 4.131418], [-0.635860, -5.013164, 4.357849], [-0.866212, -6.434328, 2.339395], [-0.806720, -5.415728, 0.106749], [0.612249, -4.552810, -1.253566], [1.112076, -2.156856, -3.044041], [1.608604, -3.766396, -3.569142], [2.249305, -3.070220, -2.073894], [-1.223085, -3.823263, -3.593640], [-1.597037, -5.002207, -2.330513], [-0.249262, -5.279138, -3.427391], [-2.484262, -1.469973, -0.206063], [-3.295660, -4.092588, -1.572419], [-4.361366, -2.929356, -0.802333], [-3.206359, -3.829197, 0.176070], [-1.884574, -0.684755, -2.514057], [-2.641371, -2.144942, -3.177869], [-3.608604, -0.977471, -2.281186], [-1.818371, 0.459844, -5.382004], [-0.487153, -0.204457, -5.749392], [-0.434068, -1.655589, -5.288187], [0.662460, 0.665926, -5.287117], [1.362748, 1.361272, -6.242791], [2.334479, 2.308074, -5.907540], [2.577873, 2.626259, -4.568121], [1.930594, 1.972388, -3.552635], [2.030459, 2.458933, -2.126305], [3.323781, 3.205805, -1.811574], [0.826860, 3.383704, -1.865047], [1.011007, 0.879254, -3.874804], [0.542525, 0.150389, -2.968275], [-2.650762, -0.125790, -5.778872], [-1.882615, 1.466885, -5.797138], [-1.937665, 0.536759, -4.302276], [-0.418305, -0.218159, -6.839683], [-0.555652, -1.721491, -4.210897], [0.511741, -2.127986, -5.561565], [-1.241879, -2.217407, -5.764366], [1.136384, 1.185149, -7.287024], [2.867381, 2.832446, -6.690269], [3.274785, 3.420980, -4.340194], [1.925593, 1.599651, -1.459935], [3.338246, 4.181983, -2.300861], [4.212131, 2.654483, -2.125133], [3.391279, 3.394505, -0.739202], [0.786228, 4.180369, -2.611460], [0.915083, 3.844041, -0.875412], [-0.107627, 2.829011, -1.907289], [-1.804098, 1.003875, -0.446656], [-2.315358, 1.326620, -1.473279], [-2.765197, 1.603840, -2.607607], [-3.741813, 2.415218, -2.968599], [-4.563592, 3.138138, -3.345165]],
  "atomic_forces_ev_per_a": [[0.0731, -0.7604, 0.2899], [-0.0706, -0.0468, -0.0430], [0.0147, 0.0330, 0.0221], [0.0436, -0.0510, -0.0011], [-0.0371, 0.3972, -0.1671], [-0.1297, -0.0708, -0.0809], [0.0161, -0.0147, -0.0137], [-0.0672, -0.0349, -0.0216], [0.0550, 0.0136, 0.0173], [-0.0237, 0.0034, -0.0289], [-0.0164, 0.0051, 0.0029], [0.0221, -0.0023, -0.0152], [0.0165, -0.0465, -0.0180], [-0.0206, 0.0331, 0.0648], [0.0425, -0.0179, -0.0538], [-0.0080, -0.0681, 0.0535], [0.0048, 0.0780, 0.0450], [0.0123, 0.0821, -0.0311], [0.0440, -0.0880, -0.0492], [-0.1053, 0.0293, -0.0252], [0.0522, 0.0963, -0.0750], [-0.0701, 0.1104, 0.5252], [0.1334, -0.0636, -0.2250], [-0.0041, 0.0131, 0.0586], [-0.0096, 0.1234, 0.1432], [-0.0754, 0.0334, -0.1829], [0.0590, 0.0208, -0.0252], [-0.2005, 0.0069, -0.0528], [-0.0846, -0.0001, 0.1002], [-0.0291, 0.0773, -0.0115], [0.0000, -0.0552, -0.0077], [0.0029, 0.0121, 0.0246], [-0.0134, 0.0072, -0.0183], [-0.0829, -0.0434, -0.0542], [0.0031, 0.1708, 0.0670], [-0.0309, 0.0456, -0.0759], [0.1496, -0.0662, 0.0671], [-0.0077, -0.0042, 0.0080], [0.0118, -0.0559, -0.0839], [-0.0133, 0.0092, -0.0573], [0.1211, -0.1704, -0.0358], [-0.0334, -0.0456, 0.0388], [-0.0104, -0.0151, 0.0098], [0.2374, -0.1250, -0.0167], [0.0529, 0.0493, 0.0042], [0.0231, 0.0151, 0.0011], [-0.0371, 0.0317, 0.0100], [0.0058, -0.0454, 0.0149], [0.0206, -0.0041, 0.0322], [0.0420, 0.0024, 0.0151], [0.0123, 0.0199, -0.0013], [-0.0093, 0.0188, -0.0120], [0.1351, 0.0386, 0.0952], [0.0052, 0.0139, -0.0016], [-0.0369, -0.0245, 0.0353], [-0.0107, -0.0070, -0.0015], [-0.0177, -0.0039, -0.0112], [0.0025, -0.0068, -0.0188], [0.0254, 0.0041, -0.0178], [0.0557, -0.0452, 0.0005], [0.0087, 0.0172, -0.0042], [0.0096, -0.0074, -0.0028], [-0.0057, -0.0591, -0.0092], [0.0522, -0.0420, -0.0208], [-0.0030, -0.0088, -0.0202], [-0.0149, -0.0050, -0.0078], [-0.0169, -0.0100, -0.0249], [0.0767, -0.0807, 0.4306], [-0.1208, 0.0835, 0.0466], [-0.0078, -0.0089, 0.0293], [0.0271, 0.0686, 0.0685], [0.0223, -0.0138, 0.0279], [0.0409, -0.0060, -0.0236], [0.0028, 0.0162, 0.0092], [-0.0995, 0.0225, 0.0187], [-0.0496, -0.0049, 0.0071], [-0.2537, 0.2732, 0.2844], [-0.0168, -0.0101, -0.0265], [-0.0018, 0.0093, -0.0325], [0.0112, 0.0238, 0.0012], [-0.0013, 0.0287, 0.0344], [0.0244, -0.0288, -0.0151], [-0.0510, 0.0635, -0.0758], [0.0252, -0.0092, 0.0414], [-0.1993, 0.0244, -0.1281], [0.0049, -0.0131, 0.0376], [0.0372, -0.0002, -0.0045], [-0.0034, 0.0227, -0.0096], [-0.0368, -0.0266, -0.0036], [-0.0193, 0.0229, 0.0148], [0.0238, -0.0073, 0.0078], [0.0290, -0.0069, 0.0259], [-0.0491, -0.3303, -0.0766], [0.0023, 0.0194, 0.0401], [0.0246, -0.0524, -0.0084], [0.0460, -0.0931, 0.0255], [0.0515, 0.0391, 0.0111], [0.0126, -0.0415, 0.0451], [-0.0093, -0.0486, -0.0717], [0.0420, 0.0026, 0.0365], [-0.0537, -0.0704, 0.0063], [0.0703, -0.0201, 0.0385], [0.0602, 0.1814, 0.0947], [-0.1376, 0.2252, -0.1876], [-0.0454, 0.0824, -0.0584], [0.3040, -0.1673, -0.0445], [-0.0334, 0.1045, -0.1354], [-0.1726, 0.0063, 0.1987], [0.0238, 0.0158, -0.0090], [-0.0129, -0.0017, -0.0082], [0.0546, -0.0533, -0.2086], [0.0184, 0.0302, -0.0298], [-0.0228, 0.0006, -0.0188], [-0.0099, -0.0002, 0.0201], [0.0278, 0.0243, 0.0135], [0.0036, 0.0095, -0.0005], [-0.0123, -0.0066, 0.0140], [0.0143, -0.0032, -0.0004], [0.0372, -0.0576, 0.0553], [0.0028, -0.0214, -0.0478], [-0.0322, 0.0084, 0.0381], [0.0116, 0.0176, -0.0841], [0.0039, 0.0060, 0.0025], [-0.1007, -0.1827, -0.5937], [0.2072, -0.1673, -0.0711], [-0.1923, -0.0023, -0.3747], [0.0190, 0.3856, 0.4023], [0.1036, 0.2015, -0.1861], [-0.1399, 0.2015, 0.2305], [0.1490, -0.1819, 0.0555]]
}